1.
{
  "formula": "C50H47As2F4N5OSSeY",
  "method": "ωB97M-V/def2-TZVPD",
  "elements": ["Y", "C", "N", "C", "C", "C", "N", "C", "C", "F", "C", "F", "C", "C", "F", "C", "F", "H", "H", "H", "H", "H", "H", "H", "H", "H", "H", "H", "N", "C", "S", "N", "N", "C", "C", "C", "C", "C", "C", "C", "O", "H", "H", "H", "H", "H", "H", "H", "C", "C", "As", "C", "C", "C", "C", "C", "C", "C", "C", "C", "C", "C", "C", "As", "C", "C", "C", "C", "C", "C", "C", "C", "C", "C", "C", "C", "H", "H", "H", "H", "H", "H", "H", "H", "H", "H", "H", "H", "H", "H", "H", "H", "H", "H", "H", "H", "H", "H", "H", "H", "Se", "C", "C", "C", "C", "C", "C", "H", "H", "H", "H", "H"],
  "positions_angstrom": [[2.0119, 2.0225, 0.2835], [2.3548, -1.2971, -2.7197], [2.6987, 0.0832, -2.4052], [2.6270, 0.8369, -3.6487], [4.0537, 0.1523, -1.8509], [4.1811, -0.4630, -0.4659], [3.7024, 0.4500, 0.5624], [4.0733, 0.2152, 1.8393], [3.8013, 1.1862, 2.8292], [3.1625, 2.3378, 2.4368], [4.1045, 1.0562, 4.1572], [3.7803, 2.0605, 4.9917], [4.7317, -0.0735, 4.6497], [5.0063, -1.0531, 3.7190], [5.5875, -2.2010, 4.1258], [4.6963, -0.9336, 2.3792], [4.9504, -2.0148, 1.6003], [3.0421, -1.6989, -3.4840], [1.3413, -1.3588, -3.1144], [2.4041, -1.9282, -1.8409], [3.2800, 0.3965, -4.4206], [2.9384, 1.8616, -3.4895], [1.6028, 0.8370, -4.0264], [4.3412, 1.2060, -1.8139], [4.7695, -0.3372, -2.5352], [5.2330, -0.7222, -0.3224], [3.6318, -1.4098, -0.4381], [4.9729, -0.1876, 5.6947], [-1.8593, 4.4067, -0.7199], [-0.5633, 3.9631, -0.6110], [0.0248, 3.7443, 1.0243], [0.0736, 3.8087, -1.7358], [1.4229, 3.4866, -1.5501], [2.2000, 4.0828, -2.3757], [3.6514, 4.0654, -2.3351], [4.3557, 4.5184, -3.4587], [5.7296, 4.6171, -3.4594], [6.4221, 4.2887, -2.2865], [5.7573, 3.8714, -1.1562], [4.3502, 3.7277, -1.1468], [3.7355, 3.3163, -0.0851], [-2.4589, 4.1828, 0.0580], [-2.2656, 4.2888, -1.6358], [1.7211, 4.6887, -3.1464], [3.7906, 4.7914, -4.3447], [6.2594, 4.9545, -4.3401], [7.5032, 4.3703, -2.2652], [6.2876, 3.6223, -0.2457], [-1.6570, -1.2705, -0.6247], [-1.1611, -0.1034, -1.4600], [-2.6071, 1.0311, -2.1894], [-3.9362, -0.3693, -2.5303], [-3.9807, -0.9052, -3.8135], [-4.8437, -1.9515, -4.1215], [-5.6859, -2.4623, -3.1461], [-5.6627, -1.9227, -1.8648], [-4.7930, -0.8856, -1.5585], [-3.3200, 1.7062, -0.5057], [-2.6600, 1.5790, 0.7126], [-3.1722, 2.1939, 1.8524], [-4.3482, 2.9247, 1.7830], [-5.0182, 3.0477, 0.5684], [-4.5024, 2.4453, -0.5687], [-0.3009, -2.5160, 0.0837], [-1.2339, -2.9795, 1.7400], [-0.4441, -3.2363, 2.8563], [-1.0274, -3.5447, 4.0785], [-2.4091, -3.5956, 4.1980], [-3.2053, -3.3377, 3.0900], [-2.6194, -3.0296, 1.8686], [-0.8062, -4.1152, -0.9668], [0.2258, -4.9630, -1.3554], [-0.0303, -6.1185, -2.0865], [-1.3310, -6.4375, -2.4422], [-2.3732, -5.5999, -2.0611], [-2.1112, -4.4512, -1.3294], [-2.3538, -1.8580, -1.2166], [-2.1985, -0.8957, 0.2449], [-0.5632, -0.3968, -2.3219], [-0.5476, 0.5534, -0.8516], [-3.3280, -0.5079, -4.5833], [-4.8572, -2.3632, -5.1230], [-6.3610, -3.2759, -3.3815], [-6.3202, -2.3160, -1.0984], [-4.7766, -0.4772, -0.5544], [-1.7220, 1.0380, 0.7949], [-2.6320, 2.1019, 2.7881], [-4.7404, 3.4043, 2.6714], [-5.9353, 3.6212, 0.5073], [-5.0200, 2.5608, -1.5156], [0.6339, -3.1534, 2.7813], [-0.3997, -3.7232, 4.9427], [-2.8649, -3.8221, 5.1540], [-4.2849, -3.3639, 3.1775], [-3.2578, -2.8171, 1.0182], [1.2476, -4.7202, -1.0825], [0.7887, -6.7644, -2.3787], [-1.5351, -7.3344, -3.0141], [-3.3934, -5.8406, -2.3353], [-2.9416, -3.8158, -1.0431], [0.7303, 0.0619, 1.8359], [-0.5213, 0.5905, 3.1659], [-0.4264, 1.8236, 3.8144], [-1.3460, 2.1841, 4.7896], [-2.3742, 1.3192, 5.1447], [-2.4699, 0.0863, 4.5115], [-1.5559, -0.2725, 3.5298], [0.3713, 2.5057, 3.5486], [-1.2565, 3.1498, 5.2731], [-3.0884, 1.6024, 5.9085], [-3.2646, -0.6019, 4.7767], [-1.6399, -1.2346, 3.0374]],
  "charge": -1,
  "e_lumo_ev": 2.31,
  "orbital_gap_ev": 7.10,
  "homo_ev": -4.8,
  "relative_energy_kj_mol": 87.6,
  "largest_force_ha_per_bohr": 0.0173
}

=====

2.
{
  "formula": "C50H47BF4IN7NdO2S2",
  "method": "ωB97M-V/def2-TZVPD",
  "elements": ["Nd", "C", "N", "C", "C", "C", "N", "C", "C", "F", "C", "F", "C", "C", "F", "C", "F", "H", "H", "H", "H", "H", "H", "H", "H", "H", "H", "H", "I", "C", "C", "C", "C", "C", "C", "C", "C", "C", "C", "H", "H", "H", "H", "H", "H", "S", "C", "N", "C", "C", "N", "C", "C", "C", "C", "C", "C", "C", "C", "S", "C", "C", "C", "C", "C", "C", "C", "H", "H", "H", "H", "H", "H", "H", "H", "H", "H", "H", "H", "H", "H", "H", "H", "H", "H", "B", "C", "N", "H", "H", "H", "O", "C", "N", "C", "O", "C", "C", "C", "C", "C", "C", "H", "H", "H", "H", "C", "C", "C", "N", "H", "H", "H", "H", "H"],
  "positions_angstrom": [[-1.0777, -1.4968, 2.1991], [0.9878, -5.1933, -0.9767], [0.9941, -4.9357, 0.4555], [0.8005, -6.1541, 1.2004], [2.1786, -4.1196, 0.7833], [1.8005, -2.6755, 0.7312], [1.1469, -2.3538, 2.0309], [1.9136, -2.2097, 3.1300], [1.2703, -2.3593, 4.3651], [-0.0511, -2.6763, 4.2972], [1.7995, -2.1470, 5.6100], [1.0291, -2.2030, 6.7118], [3.1667, -1.9652, 5.7657], [3.8681, -1.8859, 4.5867], [5.2134, -1.7464, 4.6799], [3.2967, -1.9488, 3.3028], [4.0632, -1.8640, 2.2326], [1.7335, -5.9254, -1.2807], [1.0564, -4.2854, -1.6026], [0.0707, -5.7142, -1.3088], [1.7559, -6.7534, 1.2579], [-0.0624, -6.7664, 0.7400], [0.4478, -5.9325, 2.2001], [3.0416, -4.4174, 0.1781], [2.5108, -4.2924, 1.8355], [1.0279, -2.5329, -0.0515], [2.6480, -2.0238, 0.5490], [3.5463, -1.8749, 6.7370], [1.5551, 1.1549, 2.3701], [0.7148, 1.9351, 4.1531], [1.3167, 2.9649, 4.8141], [0.7945, 3.5274, 6.0261], [-0.3878, 3.0480, 6.4607], [-0.9849, 1.9151, 5.8727], [-2.1858, 1.3289, 6.4411], [-2.7381, 0.2211, 5.8867], [-2.2175, -0.2985, 4.6755], [-1.1055, 0.1934, 4.0077], [-0.4844, 1.3098, 4.6799], [2.3270, 3.3197, 4.4797], [1.3532, 4.2391, 6.5770], [-0.8968, 3.4508, 7.3022], [-2.5761, 1.6622, 7.3639], [-3.4966, -0.2208, 6.4546], [-2.7640, -1.2342, 4.4267], [4.3907, 1.3902, -3.8601], [3.2597, 2.5061, -3.2699], [3.0118, 3.6373, -3.9325], [2.0748, 4.5596, -3.3895], [0.9650, 3.7720, -2.7606], [1.4388, 2.9895, -1.6597], [0.7201, 2.8462, -0.3635], [-0.3278, 3.9118, -0.1684], [0.0551, 5.1558, 0.3563], [-0.9291, 6.0877, 0.7068], [-2.2585, 5.8058, 0.4953], [-2.6487, 4.4979, 0.1142], [-1.6841, 3.6236, -0.3052], [2.5057, 2.2165, -1.9010], [3.1704, 1.1449, -0.9202], [3.7952, 4.0115, -5.1229], [3.1954, 3.6051, -6.4751], [3.7214, 2.5620, -7.2270], [3.1230, 2.2641, -8.4613], [2.0846, 3.0558, -8.9873], [1.6106, 4.0721, -8.1906], [2.1177, 4.3722, -6.9546], [1.7122, 5.2084, -4.1687], [2.5388, 5.1803, -2.6492], [0.4013, 3.1218, -3.5174], [0.1606, 4.4350, -2.4160], [1.4944, 3.0130, 0.3973], [0.3013, 1.8331, -0.2202], [1.1011, 5.3157, 0.5272], [-0.6400, 7.0224, 1.1236], [-3.0201, 6.5823, 0.6731], [-3.7145, 4.2026, -0.1098], [-1.8480, 2.6121, -0.6907], [4.8223, 3.6260, -4.9969], [3.8116, 5.1219, -5.0985], [4.5258, 2.0335, -6.8784], [3.4543, 1.3873, -8.9724], [1.6113, 2.7983, -9.9097], [0.8318, 4.7101, -8.5967], [1.6946, 5.1847, -6.3922], [-4.8151, 0.8266, -0.4451], [-3.7702, 0.0923, 0.3759], [-2.9905, -0.4622, 1.0575], [-5.5933, 1.5263, 0.2253], [-4.3178, 1.5144, -1.2859], [-5.3824, -0.0147, -1.1651], [-1.8029, -3.6864, -1.6217], [-2.2897, -3.8834, -0.5419], [-2.2503, -3.0695, 0.5474], [-2.8940, -3.6687, 1.5887], [-2.7871, -3.2819, 2.7538], [-3.5243, -4.9165, 1.1289], [-4.3785, -5.8490, 1.7863], [-4.6364, -6.9845, 1.0963], [-4.1901, -7.2277, -0.2375], [-3.5107, -6.2210, -0.8988], [-3.1606, -5.1131, -0.1695], [-4.7560, -5.7132, 2.8125], [-5.2245, -7.7800, 1.5308], [-4.4911, -8.1442, -0.7558], [-3.2089, -6.2808, -1.9826], [-2.0512, -0.1100, -3.3201], [-0.6395, -0.5301, -2.7282], [-0.5476, -0.6078, -1.2913], [-0.4109, -0.5631, -0.1422], [-1.9652, -0.0893, -4.4320], [-2.3255, 0.8931, -3.0091], [-2.8531, -0.7475, -2.9970], [0.1564, 0.1179, -3.0299], [-0.4204, -1.5658, -3.0291]],
  "charge": -1,
  "e_lumo_ev": [1.46, 1.46],
  "orbital_gap_ev": [6.48, 6.48],
  "multiplicity": 4,
  "homo_ev": [-5.0, -5.0],
  "largest_force_ha_per_bohr": 0.0645
}